Entry from the Open Molecules 2025 dataset: a cluster of 2 separate species, C2H5N3S in total at a distorted geometry (wB97M-V/def2-TZVPD).

Computed properties:
LUMO (alpha / beta) (eV): -11.343 / -11.344
Charge: +2

Each atom is followed by the atoms it is bonded to, with distances in Å.
Element x y z (Å)
1 C -2.8622 -1.0553 -0.1034  N3 1.173, H7 1.039
2 C 1.7704 1.0589 -0.0351  N4 1.270, N5 1.423, H8 1.126
3 N -4.0000 -1.3373 -0.0583  C1 1.173, H9 1.029
4 N 0.6740 0.4507 -0.2394  C2 1.270, H10 1.037
5 N 2.9654 0.3278 0.2155  C2 1.423, S6 1.562, H11 0.959
6 S 3.0060 -1.2291 0.0941  N5 1.562
7 H -1.8679 -0.9117 -0.3702  C1 1.039
8 H 1.7108 2.1831 -0.0654  C2 1.126
9 H -4.9665 -1.4461 0.2776  N3 1.029
10 H -0.0992 1.1324 -0.3496  N4 1.037
11 H 3.6693 0.8267 0.6342  N5 0.959

Results of the natural (NBO) charge analysis, in e, for atoms 1 through 6: 0.515, 0.205, -0.342, -0.546, -0.589, 0.850